Entry i
{
  "formula": "C3H4N2O",
  "method": "ωB97M-V with the def2-TZVPD basis set",
  "species": ["C", "C", "N", "C", "N", "O", "H", "H", "H", "H"],
  "coordinates": [[-2.30491, -0.05338, 0.47441], [-1.13153, 0.26629, 0.03499], [-0.02786, 0.67468, -0.30990], [0.95188, -0.33494, -0.10126], [2.19192, 0.12446, -0.34522], [0.65782, -1.49170, 0.12465], [-2.65535, 0.89841, 0.85024], [-2.92196, -0.83196, 0.04336], [2.36038, 1.11069, -0.43642], [2.94116, -0.54343, -0.33428]],
  "lowdin_charge": [0.0383, -0.1802, 0.1640, -0.6137, 0.1687, 0.0588, 0.0755, 0.0738, 0.1036, 0.1112],
  "homo_ha": -0.342,
  "gap_ev": 10.03,
  "e_lumo_ev": 0.72,
  "smiles": "C=C=NC(N)=O",
  "spin_multiplicity": 1,
  "total_charge": 0
}

Entry ii
{
  "formula": "C3H4N2O",
  "method": "ωB97M-V with the def2-TZVPD basis set",
  "species": ["O", "C", "C", "C", "N", "N", "H", "H", "H", "H"],
  "coordinates": [[-2.08705, 0.26172, 0.39657], [-0.78383, -0.01020, 0.17213], [0.34495, 0.78611, 0.27290], [1.39970, -0.04576, -0.14506], [0.99835, -1.28129, -0.37264], [-0.44406, -1.27769, -0.15888], [-2.16765, 1.19213, 0.65525], [0.40469, 1.81488, 0.60923], [2.44991, 0.20188, -0.26147], [-0.11501, -1.64179, -1.16803]],
  "lowdin_charge": [0.0827, -0.4110, -0.0202, -0.1782, -0.0233, 0.0416, 0.1186, 0.1012, 0.1060, 0.1827],
  "homo_ha": -0.339,
  "gap_ev": 9.85,
  "e_lumo_ev": 0.62,
  "smiles": "Oc1ccn[nH]1",
  "spin_multiplicity": 1,
  "total_charge": 0
}

Entry iii
{
  "formula": "C3H4N2O",
  "method": "ωB97M-V with the def2-TZVPD basis set",
  "species": ["O", "C", "C", "C", "N", "N", "H", "H", "H", "H"],
  "coordinates": [[2.51657, 0.98456, 1.45142], [1.87316, 0.49315, 0.41847], [1.27673, 0.00357, -0.50522], [-1.91381, -1.41164, -1.12939], [-1.80205, -0.66244, -0.20154], [-1.76240, 0.24218, 0.63549], [2.87577, 1.85421, 1.22384], [0.73704, -0.42352, -1.32247], [-2.07352, -2.47949, -1.08580], [-0.77779, 0.38521, 0.88982]],
  "lowdin_charge": [0.0651, -0.2821, 0.0836, 0.0552, -0.2461, 0.0858, 0.1292, 0.0202, 0.0486, 0.0405],
  "homo_ha": -0.333,
  "gap_ev": 9.43,
  "e_lumo_ev": 0.38,
  "spin_multiplicity": 1,
  "total_charge": 0
}

Quick one: least stable of them? entry iii

Entry i
{
  "formula": "C3H4N2O",
  "method": "ωB97M-V with the def2-TZVPD basis set",
  "species": ["H", "N", "C", "O", "C", "C", "N", "H", "H", "H"],
  "coordinates": [[2.61289, -0.37242, -0.80459], [1.65821, -0.05370, -0.67102], [1.23913, -0.37253, 0.47395], [0.00580, -0.06823, 0.92872], [-0.85922, 0.61007, 0.02598], [-2.00024, -0.26147, -0.28799], [-2.88564, -0.95796, -0.54334], [1.77462, -0.91344, 1.25752], [-0.33238, 0.86856, -0.89561], [-1.21317, 1.52111, 0.51639]],
  "lowdin_charge": [0.0587, 0.1118, -0.2967, -0.0620, -0.1751, -0.1690, 0.1522, 0.1373, 0.1090, 0.1339],
  "homo_ha": -0.403,
  "gap_ev": 11.74,
  "e_lumo_ev": 0.77,
  "smiles": "[H]/N=C/OCC#N",
  "spin_multiplicity": 1,
  "total_charge": 0
}

Entry ii
{
  "formula": "C3H4N2O",
  "method": "ωB97M-V with the def2-TZVPD basis set",
  "species": ["O", "C", "N", "C", "N", "C", "H", "H", "H", "H"],
  "coordinates": [[-0.31947, -1.42527, -0.88279], [-0.73309, -0.35566, -1.25592], [-0.48937, 0.84333, -0.59264], [0.21108, 0.68492, 0.56315], [0.73421, 1.16192, 1.59768], [0.82222, -0.42103, 1.17557], [-1.34973, -0.25418, -2.15470], [-0.84323, 1.72907, -0.92467], [1.74240, -0.82017, 0.74279], [0.22499, -1.14291, 1.73153]],
  "lowdin_charge": [0.0445, -0.2878, 0.1367, -0.4859, 0.1900, -0.0655, 0.1324, 0.1505, 0.0937, 0.0913],
  "homo_ha": -0.355,
  "gap_ev": 10.28,
  "e_lumo_ev": 0.61,
  "smiles": "O=CNC1=NC1",
  "spin_multiplicity": 1,
  "total_charge": 0
}

Quick one: least stable of them? entry ii

Entry i
{
  "formula": "C3H4N2O",
  "method": "ωB97M-V with the def2-TZVPD basis set",
  "species": ["O", "C", "C", "C", "N", "N", "H", "H", "H", "H"],
  "coordinates": [[-0.35669, 1.02139, -2.02408], [-0.21534, 0.54604, -0.76380], [0.84036, -0.27560, -0.31213], [0.62157, -0.37169, 1.04020], [-0.51456, 0.31144, 1.29164], [-1.04708, 0.89339, 0.19648], [0.54682, 1.06554, -2.36005], [1.59724, -0.75687, -0.91486], [1.20131, -0.83782, 1.82300], [-0.96846, 0.44564, 2.17904]],
  "lowdin_charge": [0.0603, -0.4427, -0.0296, -0.1107, -0.0428, 0.0996, 0.1048, 0.1008, 0.1127, 0.1475],
  "homo_ha": -0.332,
  "gap_ev": 9.95,
  "e_lumo_ev": 0.92,
  "smiles": "Oc1cc[nH]n1",
  "spin_multiplicity": 1,
  "total_charge": 0
}

Entry ii
{
  "formula": "C3H4N2O",
  "method": "ωB97M-V with the def2-TZVPD basis set",
  "species": ["H", "N", "N", "C", "C", "C", "O", "H", "H", "H"],
  "coordinates": [[-0.28316, -2.46249, -0.56461], [-0.14291, -1.45972, -0.40948], [1.04814, -1.20423, -0.63291], [1.40643, 0.17976, -0.36876], [0.53769, 0.96379, 0.24128], [-0.65135, 0.73092, 0.80283], [-1.86107, 1.07623, 0.34538], [2.41937, 0.42015, -0.67452], [-0.70272, 0.31149, 1.80604], [-1.77043, 1.44410, -0.54525]],
  "lowdin_charge": [0.0681, 0.0542, -0.0489, -0.1695, -0.0331, -0.2355, 0.0374, 0.0773, 0.1309, 0.1193],
  "homo_ha": -0.338,
  "gap_ev": 9.20,
  "e_lumo_ev": 0.02,
  "smiles": "[H]/N=N/C=C=CO",
  "spin_multiplicity": 1,
  "total_charge": 0
}

Quick one: least stable of them? entry ii